This record from the Open Molecules 2025 dataset describes a 9-piece molecular cluster, C26H72N2O12 overall in a non-equilibrium geometry. The level of theory is ωB97M-V with the def2-TZVPD basis set.

As for the SMILES: COC[C@H](C)N.COC[C@H](C)N.CC(C)O.CC(C)O.CC(C)O.CC(C)O.OCCO.OCCO.OCCO. The calculation puts the total energy at -55676.887 eV. For the HOMO energy, the calculation gives -0.3451 hartree. As for the max |F|: 4.18 eV Å⁻¹. The HOMO-LUMO gap comes out at 10.01 eV.

Each line ends with the Löwdin charge.
Cartesian coordinates (Å):
C -12.8455 -9.0187 7.2015  -0.103
O -13.2755 -9.2361 5.8596  -0.210
C -12.1598 -9.3857 4.9743  -0.230
C -12.4634 -8.7856 3.6643  -0.485
C -11.4026 -9.4184 2.7174  -0.049
N -12.3018 -7.3635 3.6185  0.069
H -12.1515 -8.1444 7.3626  0.107
H -12.4127 -10.0021 7.6015  0.108
H -13.7343 -8.8372 7.7830  0.058
H -11.2609 -8.9143 5.4249  0.132
H -11.8559 -10.5068 4.8708  0.150
H -13.4419 -9.1276 3.3700  0.117
H -11.6380 -9.0484 1.6970  0.086
H -11.5675 -10.4448 2.8010  0.049
H -10.4821 -8.9293 2.9852  0.080
H -13.0927 -6.9978 4.1788  0.069
H -12.5286 -7.0824 2.7003  0.056
C -20.5200 -10.4372 12.3322  -0.090
O -19.5878 -10.9853 11.4299  -0.228
C -20.0055 -10.9107 10.0424  -0.166
C -20.6105 -12.2117 9.5454  -0.390
C -19.5825 -13.3460 9.6057  -0.029
N -21.1692 -12.0625 8.1706  0.044
H -20.5589 -9.3418 12.2424  0.099
H -20.2222 -10.6983 13.2868  0.069
H -21.5046 -10.8339 12.1609  0.084
H -20.7015 -10.0395 10.0557  0.123
H -19.0389 -10.6495 9.5571  0.122
H -21.4254 -12.5104 10.1797  0.126
H -18.9642 -13.2641 8.7378  0.063
H -20.1390 -14.2483 9.6143  0.067
H -19.0497 -13.1959 10.5595  0.092
H -20.9970 -12.8726 7.5441  0.110
H -22.0753 -11.6588 8.1108  0.071
C -17.1091 -6.4511 8.3022  -0.049
C -16.9471 -7.6972 9.1311  -0.463
C -17.8988 -7.6979 10.3262  -0.038
O -17.3480 -8.7251 8.2295  -0.067
H -16.7904 -5.5772 8.8126  0.076
H -18.1428 -6.3081 8.0006  0.074
H -16.4447 -6.5007 7.4260  0.072
H -15.8568 -7.8201 9.2847  0.144
H -18.9729 -7.5681 10.1095  0.077
H -17.6365 -6.8490 11.0153  0.099
H -17.7769 -8.6297 10.9519  0.070
H -16.9973 -9.5753 8.4810  0.066
C -17.1704 -5.0069 4.7780  -0.064
C -15.7713 -5.2606 4.2930  -0.515
C -14.9507 -4.0184 4.1683  -0.072
O -15.0521 -6.1342 5.2083  -0.084
H -17.1459 -4.5027 5.7236  0.075
H -17.7148 -5.9626 4.8384  0.079
H -17.7086 -4.4375 4.0193  0.080
H -15.7921 -5.6682 3.2620  0.137
H -14.8010 -3.5833 5.1821  0.093
H -15.5688 -3.2741 3.6042  0.095
H -13.9650 -4.2902 3.7639  0.080
H -15.5831 -6.9476 5.2716  0.025
C -22.4144 -3.4400 5.1055  -0.064
C -21.2015 -4.2084 5.6820  -0.492
C -20.6719 -3.4104 6.8292  -0.068
O -21.6185 -5.5081 6.1154  -0.066
H -22.1462 -2.3557 5.0162  0.084
H -23.2863 -3.5626 5.7404  0.073
H -22.6888 -3.7730 4.0571  0.088
H -20.4542 -4.3873 4.8595  0.138
H -20.2201 -2.4888 6.4463  0.085
H -19.7761 -3.9987 7.2445  0.101
H -21.3545 -3.2189 7.5914  0.062
H -20.9484 -5.8797 6.6835  0.036
C -15.2090 -13.6166 5.2870  -0.047
C -16.1275 -13.9968 6.4419  -0.458
C -15.4438 -15.1056 7.1778  -0.051
O -16.4576 -12.9053 7.3583  -0.097
H -14.8496 -14.4609 4.7299  0.076
H -14.3648 -13.0409 5.6783  0.091
H -15.7845 -13.0226 4.5644  0.065
H -17.1108 -14.2911 6.0659  0.138
H -15.5169 -16.0852 6.7102  0.097
H -15.8578 -15.1491 8.1223  0.054
H -14.4488 -14.8010 7.3032  0.068
H -16.7483 -12.1808 6.7115  0.096
O -16.6392 -8.3800 5.2328  -0.080
C -16.1988 -9.2578 4.2357  -0.217
C -17.2578 -10.3680 4.0787  -0.213
O -17.6591 -11.0113 5.2728  -0.081
H -16.4830 -8.7323 6.1275  0.089
H -16.1993 -8.7206 3.3022  0.121
H -15.1916 -9.6371 4.4552  0.099
H -16.9873 -11.1663 3.3298  0.128
H -18.1565 -9.8767 3.6900  0.120
H -18.4079 -10.5528 5.6443  0.041
O -20.4443 -7.5438 8.0188  -0.096
C -21.5085 -8.3318 7.4575  -0.236
C -20.9715 -9.1040 6.2936  -0.239
O -19.9144 -9.9078 6.7390  -0.104
H -19.7032 -8.1786 8.0083  0.054
H -21.9353 -9.0050 8.2482  0.113
H -22.3260 -7.6196 7.1281  0.131
H -20.4741 -8.3648 5.6702  0.123
H -21.7132 -9.6640 5.6777  0.136
H -20.2440 -10.5926 7.3368  0.033
O -16.6755 -11.6990 9.8295  -0.082
C -15.5995 -11.7102 10.7384  -0.228
C -15.8821 -10.5432 11.6214  -0.215
O -16.8289 -10.8751 12.6834  -0.068
H -16.5198 -12.2855 9.0931  0.030
H -15.4787 -12.6788 11.1631  0.119
H -14.6862 -11.4772 10.2054  0.115
H -16.2747 -9.7484 11.0285  0.074
H -14.9367 -10.2910 12.0717  0.117
H -17.5895 -11.0973 12.1110  0.049

---

This record from the Open Molecules 2025 dataset describes C13H17AuF6N5O5S3 as an isolated structure in a non-equilibrium geometry. The level of theory is ωB97M-V with the def2-TZVPD basis set.

The calculation puts the total energy at -83939.688 eV. For the HOMO energy, the calculation gives -0.4593 hartree. Its charge is +1. As for the max |F|: 2.02 eV Å⁻¹. The HOMO-LUMO gap comes out at 7.72 eV.

Each line ends with the Löwdin charge.
Cartesian coordinates (Å):
Au -0.5226 1.8297 -0.2845  1.070
C 0.3391 4.1564 -1.6591  -0.229
O 0.3001 2.7534 -1.7937  -0.419
H 0.7516 4.5182 -2.6051  0.097
H 1.0348 4.4874 -0.8805  0.039
H -0.6456 4.6111 -1.5163  0.077
C -3.7968 -0.6693 3.3583  0.017
N -3.3128 0.3764 2.4630  -0.098
C -4.0340 1.4546 2.0051  -0.027
C -3.2074 2.1613 1.1943  -0.090
N -1.9856 1.5273 1.1730  -0.100
C -2.0879 0.4500 1.9340  -0.135
H -4.8359 -0.4678 3.5985  0.097
H -3.2164 -0.6773 4.2780  0.100
H -3.7279 -1.6389 2.8707  0.101
H -5.0554 1.6266 2.2952  0.132
H -3.3977 3.0687 0.6484  0.120
H -1.2960 -0.2603 2.0974  0.114
F 1.0630 -2.7858 -1.2518  0.133
C 1.6910 -2.2662 -2.3112  -0.669
F 1.5336 -3.0645 -3.3476  0.178
F 2.9975 -2.1811 -2.0164  0.128
S 1.0706 -0.5694 -2.6621  0.612
O 1.2753 0.1294 -1.4110  -0.349
O 1.7812 -0.1466 -3.8145  -0.217
N -0.4637 -0.8208 -2.9550  -0.267
S -1.5791 -0.5359 -1.9164  0.650
O -1.8453 0.9165 -1.6909  -0.396
O -1.5639 -1.3113 -0.7059  -0.282
C -3.0528 -1.0248 -2.9090  -0.697
F -2.9534 -2.3021 -3.2285  0.174
F -3.1358 -0.2853 -3.9981  0.180
F -4.1260 -0.8334 -2.1509  0.158
C 5.0997 -0.4582 0.2144  0.025
C 3.7003 -0.4064 0.7139  -0.226
C 2.9416 -1.4976 1.0547  0.051
C 1.6184 -1.3001 1.4456  -0.262
N 1.0798 -0.0740 1.5175  0.119
C 1.8138 0.9588 1.1785  -0.704
S 1.1596 2.5836 1.0887  0.762
N 3.1026 0.8019 0.7980  0.142
C 0.7247 -2.4351 1.8045  -0.002
H 5.5777 -1.3880 0.5101  0.101
H 5.6869 0.3817 0.5854  0.101
H 5.0890 -0.4118 -0.8782  0.111
H 3.3641 -2.4896 1.0000  0.142
H 3.5941 1.6290 0.4796  0.167
H 1.2285 -3.3945 1.7224  0.094
H -0.1374 -2.4229 1.1325  0.078
H 0.3607 -2.3029 2.8251  0.100